[1]
C29H36HfN5S2Sb as an isolated structure, computed with the ωB97M-V functional and the def2-TZVPD basis.

CARTESIAN COORDINATES (ANGSTROEM)
1 N 2.313 0.435 2.433
2 Hf -0.458 0.597 0.800
3 C -0.131 2.761 -1.755
4 C -4.912 -1.656 0.671
5 H 2.043 5.242 -2.447
6 H -0.631 6.555 1.237
7 C -3.262 1.682 0.313
8 S -0.217 -0.115 3.309
9 H 3.123 -3.301 -2.178
10 C -0.290 -2.429 -1.701
11 H -1.200 -2.790 -1.217
12 H 2.177 0.305 -1.764
13 C -0.630 -1.159 -2.482
14 C -2.543 -1.876 1.034
15 C 0.046 -4.603 1.238
16 C -2.669 6.348 0.594
17 H 3.281 -3.371 1.692
18 H 2.475 -0.991 -2.931
19 C 2.357 1.924 0.746
20 H -1.479 -1.343 -3.146
21 H 0.208 -0.837 -3.101
22 C 1.528 -0.159 3.306
23 H 1.790 -4.462 -0.018
24 H -4.671 5.859 -0.018
25 C 1.703 2.610 -0.356
26 H -0.688 -4.597 0.431
27 H -0.499 -3.838 -3.321
28 C 2.982 -1.546 -0.900
29 N 0.495 2.139 -0.747
30 C -2.316 -0.544 0.680
31 H -1.712 -2.503 1.336
32 C -3.427 4.122 0.272
33 H 1.935 -3.364 2.843
34 C 1.619 4.362 -1.983
35 H 1.578 -1.190 5.050
36 H 3.264 4.046 -0.625
37 C 0.387 3.869 -2.394
38 H -3.960 -3.456 1.347
39 H -0.164 4.332 -3.199
40 H -0.184 4.125 1.296
41 H -0.385 -4.127 2.121
42 C -3.691 5.485 0.248
43 C -4.737 -0.319 0.358
44 C -2.172 3.621 0.632
45 H -0.918 -0.326 -1.822
46 H 0.584 -4.395 -2.051
47 H 3.129 -0.783 4.379
48 N 2.126 -0.834 4.286
49 Sb 1.007 -1.927 0.000
50 N 1.674 1.084 1.444
51 H 3.826 -0.090 -2.257
52 C 2.356 -3.876 1.978
53 H -5.904 -2.087 0.666
54 C -1.151 4.504 0.982
55 H 3.550 -1.115 -0.071
56 S -4.517 2.800 -0.040
57 H -2.850 7.414 0.604
58 H 1.117 -3.150 -3.190
59 C -3.459 0.238 0.390
60 C 3.672 -2.818 -1.371
61 H 4.666 -2.566 -1.750
62 N -2.097 2.232 0.626
63 H -1.084 2.345 -2.062
64 C -3.819 -2.428 1.039
65 H 3.400 2.119 0.974
66 H 0.245 -5.647 1.492
67 H -5.598 0.298 0.127
68 C 2.293 3.710 -0.963
69 C 0.267 -3.515 -2.612
70 H 3.804 -3.536 -0.562
71 C 1.354 -3.940 0.836
72 H 2.614 -4.893 2.286
73 C 2.849 -0.517 -2.022
74 C -1.411 5.859 0.958

Forces on atoms 1 to 3 (eV/Å):
0.6 -0.1 0.3
0.0 1.1 1.0
-0.2 -0.2 0.0

For the LUMO energy, the calculation gives -7.1 eV. Its net charge is +2.



[2]
C41H58F3GeN4O3PSSe2Si3W as an isolated structure, computed with the ωB97M-V functional and the def2-TZVPD basis.

CARTESIAN COORDINATES (ANGSTROEM)
1 Si -2.650 -2.747 -0.006
2 C -2.460 2.884 5.442
3 H 3.737 2.680 -1.039
4 H 1.925 -2.490 3.882
5 H 0.547 -3.247 -4.524
6 N 0.067 0.585 2.322
7 H 0.798 -5.322 -1.297
8 H 3.591 0.919 -6.346
9 C 2.013 2.467 4.928
10 H -2.672 -2.624 -2.501
11 O 2.256 1.593 -0.693
12 H -4.206 -1.279 1.293
13 H -1.495 2.449 -3.654
14 H 2.160 -4.380 0.524
15 H -0.838 1.907 -5.907
16 H -1.422 -0.837 2.565
17 H 1.521 2.194 -6.146
18 C 6.170 -1.021 0.246
19 C 5.113 1.392 -0.729
20 H 2.986 -3.034 -1.200
21 H 8.064 -0.216 -0.367
22 F 2.109 2.281 6.252
23 H -1.151 0.185 -5.670
24 H -1.455 -0.556 -3.182
25 H 2.688 -1.414 -1.837
26 C 6.484 1.144 -0.792
27 S 1.509 2.562 1.756
28 H 2.920 -0.424 -5.415
29 C 3.298 1.327 -4.244
30 C -0.808 1.099 -5.171
31 C -3.683 1.427 3.419
32 H 1.973 -1.014 2.917
33 O 2.022 -0.161 0.514
34 H 0.568 -5.128 0.727
35 C -0.614 -0.224 4.458
36 C 2.842 0.606 -0.101
37 H 2.998 -2.744 -2.934
38 C -2.211 -4.563 0.124
39 C 2.904 0.660 -5.542
40 H -0.529 -5.073 -2.448
41 C 1.073 1.478 4.301
42 H -1.258 -0.862 5.041
43 H -4.786 -2.933 1.106
44 H 2.502 1.267 -2.303
45 C 6.997 -0.044 -0.314
46 P -1.963 2.546 1.434
47 H -1.983 3.454 6.227
48 H -4.286 -2.830 -1.820
49 H -4.162 0.855 2.632
50 F 3.249 2.375 4.416
51 H 4.149 -1.519 0.742
52 Ge -0.187 -1.539 -0.160
53 C -1.654 1.416 -3.968
54 Si 0.591 -2.893 1.861
55 H -3.591 -2.564 2.336
56 H 0.414 0.633 6.146
57 C -5.025 5.512 -0.282
58 Se -0.313 3.096 -1.221
59 H -2.711 1.300 -4.201
60 H -0.525 -4.548 3.297
61 C 0.984 0.860 -3.480
62 Se -2.290 0.587 0.365
63 O 4.685 2.572 -1.218
64 F 1.592 3.731 4.735
65 Si 0.669 -2.881 -2.141
66 H -3.852 1.927 6.758
67 H -1.759 -3.429 2.757
68 C -1.252 0.469 -2.856
69 H 1.104 0.586 -6.740
70 C 0.079 -2.490 -3.893
71 C 0.312 0.621 5.071
72 H -4.944 0.639 4.956
73 C -4.391 3.225 0.087
74 H 3.352 2.414 -4.370
75 C 1.982 -2.098 2.865
76 C 0.896 1.471 2.913
77 H 7.121 1.909 -1.212
78 H 6.589 -1.943 0.617
79 C -0.728 -3.496 3.093
80 C -4.121 1.301 4.725
81 H 0.377 -1.521 -4.270
82 H -1.187 3.666 3.907
83 W 0.299 1.095 0.049
84 C -5.292 4.156 -0.398
85 H -1.400 -4.858 -0.532
86 C 0.477 -4.762 -2.169
87 N 0.166 0.581 -2.461
88 H 4.271 0.983 -3.893
89 C -3.905 -2.323 1.324
90 H 1.682 -5.051 2.075
91 C 4.820 -0.787 0.316
92 C -3.333 -2.312 -1.695
93 N 0.582 0.926 -4.772
94 C 1.509 1.129 -5.881
95 C -3.215 3.647 0.694
96 C 1.320 -4.504 1.202
97 N 2.317 0.956 -3.242
98 C -3.507 2.028 5.739
99 H -4.606 2.167 -0.014
100 H -5.731 6.236 -0.663
101 C 4.269 0.410 -0.173
102 H -2.024 5.342 1.258
103 H -0.655 -2.967 4.038
104 H -1.873 0.654 -1.988
105 H -3.098 -5.127 -0.173
106 H -3.519 -1.243 -1.790
107 C -2.948 5.007 0.802
108 C -3.852 5.937 0.322
109 C -2.018 3.008 4.135
110 H 2.947 -2.396 2.457
111 H -3.637 6.991 0.413
112 C 2.506 -2.473 -1.999
113 H -6.206 3.823 -0.869
114 H -0.995 -2.606 -4.026
115 H 1.124 -5.060 -2.996
116 C -2.627 2.281 3.117
117 H -1.961 -4.858 1.140
118 C -0.709 -0.217 3.088

Forces on atoms 1 to 3 (eV/Å):
0.2 0.0 -0.1
0.0 0.0 0.1
0.0 0.0 0.0

As for the spin multiplicity: 4. For the LUMO energy (alpha / beta), the calculation gives -2.9 / -5.1 eV. Its net charge is +1.



[3]
C38H33BaBr2F5N6O5S2 as an isolated structure, computed with the ωB97M-V functional and the def2-TZVPD basis.

CARTESIAN COORDINATES (ANGSTROEM)
1 H -1.042 5.737 3.590
2 H 2.170 1.861 3.828
3 C 1.651 4.234 -4.062
4 F 4.818 -0.769 5.585
5 Br 1.103 -4.439 -0.610
6 H -0.175 -6.390 0.190
7 C 2.963 1.104 0.761
8 H -3.269 0.991 -3.849
9 F 6.147 -1.957 1.242
10 H -0.029 3.404 -2.943
11 H 3.834 -2.398 -3.002
12 O -3.062 1.244 -2.941
13 H -3.888 -1.989 4.483
14 H 1.063 5.028 -4.518
15 C 2.912 3.431 -2.119
16 C 4.506 -1.176 4.344
17 F 2.270 -1.113 4.926
18 N -2.786 -1.900 -0.675
19 H 0.689 3.602 3.190
20 H -1.208 -5.291 -0.778
21 F 6.800 -1.160 3.766
22 F 3.619 -2.352 0.549
23 C -2.651 -1.122 2.982
24 C 0.864 -1.238 -5.112
25 H 2.371 3.875 -4.801
26 C -2.502 1.737 2.281
27 C 2.236 -1.444 -2.948
28 H -6.534 -3.312 2.429
29 C -4.474 -2.652 2.521
30 C -0.282 -0.744 -5.698
31 C -2.309 -0.968 1.614
32 C 1.024 -1.027 -3.754
33 C -4.118 -2.579 1.194
34 H -2.043 -0.591 3.703
35 C -1.756 -2.658 -2.385
36 C 0.781 3.070 -3.603
37 N 0.112 -0.408 -3.012
38 O 2.705 1.252 -3.636
39 N 1.233 1.460 1.971
40 C -1.225 -0.075 -4.921
41 H -4.727 -1.646 -1.480
42 Ba 0.365 -0.587 -0.595
43 H -0.930 -3.069 -2.950
44 C 3.857 -1.983 1.828
45 H 3.895 3.136 -2.487
46 H 2.930 3.479 -1.029
47 C -3.085 -2.434 -2.793
48 C 2.789 -1.795 2.711
49 C -1.432 3.614 3.365
50 H 3.523 0.848 -0.132
51 O -1.474 0.995 -1.450
52 C -0.131 1.856 2.275
53 N -1.292 -0.103 1.240
54 H -5.824 -3.368 4.041
55 C -3.070 -1.772 0.744
56 H -3.557 3.323 3.238
57 H -4.644 -3.194 0.467
58 C -0.992 0.060 -3.572
59 C -1.867 0.802 -2.561
60 S 1.125 -2.043 2.274
61 C -1.282 1.113 1.916
62 Br -1.244 -4.676 1.606
63 C -0.472 -5.368 0.008
64 C 5.178 -1.774 2.158
65 H 1.626 -1.749 -5.685
66 O 2.332 -1.161 -1.773
67 C 3.438 1.424 2.039
68 C -3.689 -1.917 3.416
69 C 5.517 -1.368 3.428
70 H 3.181 5.393 -3.013
71 N 1.630 1.129 0.729
72 C -2.580 2.919 2.986
73 H -0.443 -0.868 -6.760
74 H -5.393 -4.588 2.846
75 C 2.374 4.695 -2.795
76 H 0.382 2.449 -4.406
77 H 4.460 1.474 2.379
78 C -1.488 4.908 4.146
79 S 1.878 2.018 -2.621
80 H -0.953 4.827 5.095
81 H -3.418 1.243 1.983
82 C 2.299 1.635 2.781
83 N -1.579 -2.321 -1.111
84 H -3.525 -2.601 -3.765
85 C -3.706 -1.945 -1.662
86 C -0.229 3.067 2.965
87 H -2.521 5.180 4.372
88 H 1.669 5.203 -2.133
89 O 3.120 -2.163 -3.619
90 H -2.114 0.328 -5.392
91 C -5.617 -3.527 2.982
92 C 3.189 -1.378 3.986

Forces on atoms 1 to 3 (eV/Å):
0.0 0.0 0.0
0.0 0.0 -0.1
0.0 0.0 0.1

For the LUMO energy, the calculation gives -1.5 eV. Its net charge is 0.



[4]
C3H6ClFO in the gas phase, computed with the ωB97M-V functional and the def2-TZVPD basis.

CARTESIAN COORDINATES (ANGSTROEM)
1 H -0.029 0.569 1.836
2 H -2.671 0.802 -1.027
3 H -0.176 0.590 -1.361
4 H -3.339 -0.686 -0.126
5 H -0.549 1.872 0.717
6 F 1.671 1.218 -0.363
7 C 0.527 0.341 -0.384
8 C -0.324 0.725 0.745
9 Cl 1.108 -1.107 0.078
10 H -1.766 -0.670 -1.494
11 C -2.341 -0.233 -0.644
12 O -1.565 0.048 0.637

Forces on atoms 1 to 3 (eV/Å):
0.3 -0.3 -1.8
0.3 -1.4 0.4
2.6 -1.3 1.9

For the LUMO energy, the calculation gives 0.8 eV. Its net charge is 0.



[5]
C19H20F3N5O2 in the gas phase, computed with the ωB97M-V functional and the def2-TZVPD basis.

CARTESIAN COORDINATES (ANGSTROEM)
1 F -1.430 -4.479 4.171
2 H 0.099 0.832 -1.100
3 H 1.277 5.633 0.680
4 O -1.755 0.185 -2.212
5 C 1.014 1.782 1.028
6 N 1.512 -1.499 2.303
7 C 1.428 2.529 2.132
8 H -2.821 1.023 -4.586
9 H 1.224 -3.623 -1.708
10 C -1.317 1.275 -3.056
11 C -2.559 0.503 -1.070
12 C -2.418 1.823 -3.923
13 H -1.164 -2.763 3.079
14 C -0.708 -3.357 3.855
15 N 1.015 0.460 1.040
16 H 0.285 1.516 -4.487
17 C 0.440 -4.869 1.302
18 O 0.602 -3.818 3.416
19 C 1.331 -2.523 0.094
20 C 1.791 1.829 3.282
21 H 2.166 2.333 4.191
22 C 1.496 -0.127 2.124
23 C 0.727 -3.769 2.073
24 C -0.639 2.421 -2.241
25 C 0.680 2.532 -0.160
26 C 1.186 -2.571 1.472
27 H 0.144 -5.791 1.799
28 H 1.685 -1.644 -0.405
29 C 1.013 -3.670 -0.678
30 H -3.217 1.379 -1.305
31 N 1.831 0.502 3.244
32 H 0.465 0.077 -3.404
33 H 1.611 -1.684 3.302
34 H -1.378 3.001 -1.746
35 F -0.531 -2.527 4.928
36 N 0.298 1.829 -1.277
37 C 0.548 -4.843 -0.088
38 N 0.821 3.846 -0.318
39 H -0.706 0.039 -4.764
40 F 0.315 -5.931 -0.824
41 H -2.027 2.622 -4.604
42 H -1.991 0.764 -0.198
43 H -3.198 -0.363 -0.823
44 H -0.107 3.119 -2.877
45 H 1.814 4.584 2.834
46 C 1.458 3.908 2.033
47 H -3.229 2.248 -3.342
48 C -0.251 0.702 -3.978
49 C 1.168 4.553 0.791

Forces on atoms 1 to 3 (eV/Å):
0.5 1.6 0.1
0.3 0.8 0.0
-0.1 -0.3 0.0

For the LUMO energy, the calculation gives -0.3 eV. Its net charge is 0.



[6]
C6H8N2O in the gas phase, computed with the ωB97M-V functional and the def2-TZVPD basis.

CARTESIAN COORDINATES (ANGSTROEM)
1 C 1.270 0.625 -2.782
2 C 1.512 0.177 -1.690
3 H -1.771 -2.381 0.975
4 N -0.455 1.089 -0.137
5 H -0.171 -3.138 1.131
6 O -0.865 -0.003 0.551
7 H 2.954 -0.461 -0.281
8 H 1.040 1.088 -3.696
9 N 1.156 -1.150 0.314
10 H -0.779 -2.061 2.395
11 C -1.109 2.259 0.358
12 H -0.359 2.934 0.785
13 H -1.586 2.774 -0.479
14 C 1.887 -0.456 -0.498
15 H -1.861 2.024 1.119
16 C -0.113 -1.081 0.615
17 C -0.750 -2.240 1.320

Forces on atoms 1 to 3 (eV/Å):
0.2 -0.2 0.5
-0.2 0.1 -0.7
-0.1 0.0 0.0

For the LUMO energy (alpha / beta), the calculation gives 0.0 / -0.1 eV. Its net charge is 0.



[7]
A 3-piece molecular cluster, C4H12NO2 overall, computed with the ωB97M-V functional and the def2-TZVPD basis.

CARTESIAN COORDINATES (ANGSTROEM)
1 H 0.286 -0.080 1.581
2 H 2.535 3.683 -1.028
3 O 0.970 -1.445 -0.944
4 H 3.849 2.620 -0.747
5 H -2.002 -2.107 1.547
6 C -0.186 0.251 0.653
7 C -1.614 -2.120 0.514
8 H -2.059 0.416 1.882
9 O 0.622 0.884 -0.080
10 H -2.254 1.260 0.339
11 H -0.812 -2.852 0.456
12 H 1.726 -1.756 -1.458
13 C -1.694 0.475 0.851
14 H -2.544 -2.450 0.016
15 H -1.433 -0.438 -1.048
16 C -1.464 -0.718 -0.001
17 H 0.958 -0.445 -0.934
18 N 2.872 2.723 -1.045
19 H 2.244 2.097 -0.555

Forces on atoms 1 to 3 (eV/Å):
-0.3 -1.0 -0.1
0.4 -0.4 0.2
-0.1 1.2 0.0

For the LUMO energy, the calculation gives -8.5 eV. Its net charge is +1.



[8]
An isolated ion of composition C25H18F4IO4 and charge +1, computed with the ωB97M-V functional and the def2-TZVPD basis.

CARTESIAN COORDINATES (ANGSTROEM)
1 F -2.354 2.583 -4.433
2 F -4.728 -1.299 -3.159
3 C -0.291 -1.030 2.147
4 H 2.601 -2.819 0.210
5 H 2.767 -1.863 1.714
6 H 0.555 2.142 -1.286
7 C 1.450 -4.194 2.372
8 C 0.975 -2.943 1.639
9 C -0.314 -0.547 -1.068
10 H 2.106 -3.957 3.215
11 C 1.037 0.011 -1.544
12 C -1.355 -0.128 -2.133
13 I -2.301 0.619 0.709
14 O 0.444 -2.070 2.651
15 C 0.582 3.305 2.912
16 H 2.005 -4.771 1.630
17 H 1.597 -1.327 0.460
18 H -0.295 -1.706 -1.352
19 C -0.577 -0.870 0.537
20 C 2.090 -0.787 -2.031
21 C 3.578 1.121 -2.566
22 C 1.295 1.394 -1.618
23 H -0.422 1.665 -3.070
24 C -1.276 0.981 -2.997
25 C 3.334 -0.258 -2.443
26 H -3.035 1.983 3.373
27 C -2.025 2.370 3.211
28 H 0.581 2.280 1.012
29 O -0.192 -3.364 0.804
30 O -0.958 -0.468 3.008
31 H 4.462 1.547 -3.033
32 C -1.433 3.144 4.218
33 C -3.578 -0.555 -3.087
34 H -2.522 -1.825 -1.652
35 C -3.581 0.635 -3.796
36 H 0.607 -4.779 2.769
37 C -2.500 -0.946 -2.305
38 C -1.116 -2.395 0.460
39 O -2.241 -2.714 0.181
40 H 0.316 4.237 4.840
41 C -2.405 1.384 -3.739
42 C -1.317 2.065 2.044
43 H -4.456 0.965 -4.367
44 C 2.521 1.910 -2.128
45 F 4.332 -1.122 -2.850
46 H 1.938 -1.869 -2.012
47 C -0.128 3.613 4.069
48 C 2.057 -2.208 0.943
49 C -0.011 2.523 1.895
50 F 2.589 3.270 -2.265
51 H -1.997 3.382 5.111
52 H 1.589 3.687 2.797

Forces on atoms 1 to 3 (eV/Å):
0.1 -1.8 1.0
1.4 0.5 0.3
-0.5 0.8 3.6

For the LUMO energy, the calculation gives -5.0 eV. Its net charge is +1.



[9]
C4H8O2 in the gas phase, computed with the ωB97M-V functional and the def2-TZVPD basis.

CARTESIAN COORDINATES (ANGSTROEM)
1 H 3.286 0.597 0.359
2 O 0.063 0.257 0.707
3 H 2.365 -0.951 0.370
4 O 1.064 1.852 -0.523
5 H -1.915 -1.487 0.638
6 H -0.727 -0.125 -1.137
7 C 2.430 0.047 -0.045
8 C 1.145 0.833 0.112
9 H -2.670 0.007 1.245
10 H 2.591 -0.019 -1.134
11 C -2.232 -0.476 0.367
12 H -3.008 -0.557 -0.402
13 H -1.349 1.358 -0.402
14 C -1.075 0.319 -0.195

Forces on atoms 1 to 3 (eV/Å):
-0.2 -0.1 0.1
0.5 -0.2 -0.3
0.1 -0.1 0.2

For the LUMO energy, the calculation gives 1.0 eV. Its net charge is 0.



E_tot
In order: -2484.66430; -10896.31573; -8641.82549; -753.09633; -1459.88325; -417.95385; -364.40055; -1961.14136; -307.68320
Unit: a.u.
ΔE to the lowest compared entry with this formula, charge and spin
In order: 15.92; 46.06; 11.39; 69.72; 20.16; 143.97; 147.26; 27.61; 18.34
Unit: kcal per mole